1.
The molecule C18H16N2O4S in a non-equilibrium geometry. Source: OMol25; level of theory: ωB97M-V with the def2-TZVPD basis set.

Calculated total energy (eV): -40931.15768
Largest force on an atom (eV Å⁻¹): 1.4
Molecular weight (g mol⁻¹): 356.40
LUMO energy (eV): 0.404
Energy above the lowest of the compared OMol25 structures with the same formula, charge and spin (eV): 0.9933

The geometry in ORCA input format:
```
! RIJCOSX wB97M-V def2-TZVPD def2/J DEFGRID3
* xyz 0 1
C -6.49642 -1.02484 0.21123
O -5.48280 -0.07905 -0.02792
C -4.19091 -0.49439 -0.02481
C -3.77340 -1.80512 0.18621
C -2.42317 -2.09896 0.16433
C -1.45921 -1.12697 -0.07197
N -0.11132 -1.54519 -0.00103
C 0.99037 -1.15441 -0.68470
O 1.03003 -0.25777 -1.51956
C 2.19777 -1.90706 -0.33525
C 3.46769 -1.78640 -0.83984
C 4.25652 -2.72786 -0.14678
C 3.41599 -3.35209 0.72551
O 2.17074 -2.86849 0.62170
C -1.87982 0.19973 -0.27833
N -0.93772 1.20527 -0.47686
C -0.98456 2.47392 -0.00088
O -1.92191 2.97384 0.57694
C 0.33640 3.20788 -0.24615
C 1.48378 2.40804 0.27408
C 1.54185 1.69367 1.43225
C 2.77395 1.02741 1.61279
C 3.63704 1.24416 0.58899
S 2.96020 2.26007 -0.61892
C -3.23472 0.49155 -0.25516
H -7.43228 -0.47026 0.16712
H -6.50491 -1.80840 -0.55361
H -6.39497 -1.48270 1.20052
H -4.47784 -2.59918 0.37236
H -2.10624 -3.11774 0.33987
H 0.01701 -2.37162 0.56943
H 3.77384 -1.10703 -1.60769
H 5.30198 -2.91606 -0.27780
H 3.58007 -4.12968 1.44559
H -0.08100 0.89731 -0.94872
H 0.27731 4.17852 0.25427
H 0.45661 3.38069 -1.31757
H 0.72666 1.64627 2.13296
H 3.00383 0.41676 2.46815
H 4.63421 0.87056 0.46733
H -3.56069 1.50826 -0.39268
*
```

=====

2.
A cluster of 2 separate species, C3H9NO3 in total in a non-equilibrium geometry. Source: OMol25; level of theory: ωB97M-V with the def2-TZVPD basis set.

Calculated total energy (eV): -10888.62810
Largest force on an atom (eV Å⁻¹): 4.0
Molecular weight (g mol⁻¹): 107.11
LUMO energy (eV): 0.570
Energy above the lowest of the compared OMol25 structures with the same formula, charge and spin (eV): 1.9534

The geometry in ORCA input format:
```
! RIJCOSX wB97M-V def2-TZVPD def2/J DEFGRID3
* xyz 0 1
C -0.85200 1.40996 -1.82962
O -1.73238 0.57454 -1.11071
C -1.45509 -0.75227 -0.87964
N -0.34850 -0.88846 -0.05284
C -0.38546 -0.58200 1.25027
O -1.43089 -0.35024 1.92422
H -1.27186 2.42657 -1.91220
H -0.59685 1.05146 -2.84105
H 0.07252 1.45879 -1.23004
H -2.31286 -1.13740 -0.29540
H -1.30273 -1.43081 -1.74094
H 0.54285 -0.95044 -0.55102
H 0.59872 -0.64532 1.77474
O 3.46397 0.06355 2.11789
H 3.76691 0.57804 2.90005
H 3.24364 -0.82597 2.47630
*
```

=====

3.
The ion C12H26IN5O4P with charge +1 in a non-equilibrium geometry. Source: OMol25; level of theory: ωB97M-V with the def2-TZVPD basis set.

Calculated total energy (eV): -45890.37335
Largest force on an atom (eV Å⁻¹): 4.5
Molecular weight (g mol⁻¹): 462.25
LUMO energy (eV): -3.173
Energy above the lowest of the compared OMol25 structures with the same formula, charge and spin (eV): 1.2075

The geometry in ORCA input format:
```
! RIJCOSX wB97M-V def2-TZVPD def2/J DEFGRID3
* xyz 1 1
C -2.13354 3.40536 1.23325
C -2.03576 1.88644 1.63073
C -0.55803 1.41666 1.43839
I 0.74300 2.35731 2.96754
N -0.33755 -0.01151 1.40302
C 0.01037 -0.69904 0.32585
N 0.33734 -2.00261 0.35771
C 0.71191 -2.43759 -0.86471
N 1.13805 -3.72886 -1.04518
N 0.59209 -1.37769 -1.68201
C 0.97205 -1.58398 -3.09705
C 2.47124 -1.15924 -3.35018
C 2.66099 0.28109 -3.89594
O 3.92199 0.33975 -4.60270
N 0.13601 -0.28305 -1.02268
P -0.16715 1.17456 -1.84696
O -0.21691 1.11967 -3.30987
O -1.58883 1.84261 -1.41425
O 1.06108 2.16196 -1.45883
C -0.41319 -0.87180 2.62980
C 1.02534 -1.19669 3.20724
C -1.37449 -0.41015 3.74403
C -2.86955 -0.76478 3.36866
H -1.49355 3.64892 0.36965
H -1.90398 4.01991 2.11739
H -3.17108 3.65013 0.93579
H -2.36596 1.83955 2.67770
H -2.73810 1.31190 1.00491
H -0.17796 2.01867 0.60792
H 0.35178 -4.36912 -1.15634
H 1.79197 -3.83593 -1.81572
H 0.28118 -1.15648 -3.83656
H 0.97060 -2.66579 -3.32007
H 3.10708 -1.38868 -2.47014
H 2.83689 -1.84144 -4.14934
H 1.87672 0.61795 -4.58293
H 2.79355 0.95248 -3.02126
H 4.51522 -0.19908 -4.05867
H -2.28880 1.30851 -1.83385
H 0.82270 3.06659 -1.73784
H -0.83136 -1.86726 2.39307
H 1.78621 -1.00937 2.43403
H 1.01151 -2.23743 3.56344
H 1.19277 -0.50413 4.04847
H -1.15366 -1.02223 4.63768
H -1.35379 0.64207 4.04968
H -3.03266 -0.79162 2.27691
H -3.57715 -0.08266 3.87406
H -3.07670 -1.77541 3.76286
*
```

=====

4.
A cluster of 3 separate species, C30H51N3O10S2 in total in a non-equilibrium geometry. Source: OMol25; level of theory: ωB97M-V with the def2-TZVPD basis set.

Calculated total energy (eV): -78530.88722
Largest force on an atom (eV Å⁻¹): 7.9
Molecular weight (g mol⁻¹): 677.88
LUMO energy (eV): -1.639

The geometry in ORCA input format:
```
! RIJCOSX wB97M-V def2-TZVPD def2/J DEFGRID3
* xyz 0 1
C 5.84038 -0.79022 3.36627
C 5.50879 0.51603 2.38583
C 4.48978 1.47776 3.25045
C 3.94142 2.76838 2.38458
C 2.35952 3.10732 2.63856
C 1.29660 2.14999 1.84390
C -0.16931 2.51284 2.00063
C -1.39224 1.67519 1.28789
O -2.53548 2.30599 1.00626
C -1.10628 0.05818 1.01852
C -2.33793 -1.02705 0.95482
N -3.74924 -0.51722 1.14996
C -4.44112 -0.18118 -0.15255
C -6.08198 -0.27484 0.15588
C -6.52410 0.53249 1.52086
C -6.60517 -0.45071 2.86751
C -1.97468 -2.63478 0.67858
C -3.23607 -3.69256 0.56952
C -3.21358 -4.83780 1.78855
C -0.36936 -3.08081 0.53012
C -0.10150 -4.68314 0.28701
N 0.16610 -5.28103 1.67854
C 1.26600 -6.32096 1.63050
C 0.83953 -1.92739 0.60898
C 2.37263 -2.48403 0.45502
O 2.80285 -2.99209 1.78778
N 2.31742 -2.22458 2.77994
O 2.32775 -2.87352 3.84118
C 0.50716 -0.33840 0.82679
C 1.64441 0.88013 0.86826
O 2.74447 0.83379 0.11076
H 5.47463 -1.78130 2.86315
H 6.99734 -0.84364 3.53417
H 5.21312 -0.65893 4.36077
H 6.52204 1.04761 2.09787
H 5.03249 0.07593 1.41088
H 3.54212 0.90997 3.65580
H 5.10638 1.88389 4.17835
H 4.22277 2.71213 1.22606
H 4.55290 3.70976 2.79094
H 2.18731 4.21668 2.23272
H 2.11565 3.17398 3.80054
H -0.46400 3.42606 2.66986
H -4.29377 -1.30910 1.55918
H -4.25911 0.96520 -0.42439
H -4.13673 -0.86949 -1.04883
H -6.40135 -1.39770 0.23417
H -6.64196 0.22744 -0.75332
H -5.71018 1.34303 1.76212
H -7.58634 1.04707 1.45162
H -7.22001 0.02114 3.74601
H -5.47833 -0.53860 3.24880
H -6.94316 -1.53921 2.60044
H -4.28542 -3.18398 0.44172
H -3.03846 -4.32211 -0.42536
H -2.39398 -4.54848 2.58117
H -2.98362 -5.91447 1.33407
H -4.30360 -4.89495 2.21190
H 0.76899 -4.91823 -0.48244
H -1.04576 -5.27510 -0.12203
H 0.42336 -4.45121 2.27066
H 2.27492 -5.83953 1.99092
H 0.95847 -7.16120 2.41803
H 1.30590 -6.77095 0.54872
H 2.36055 -3.44748 -0.24985
H 3.13034 -1.74098 -0.03660
C -0.62077 -0.95568 -3.64742
C -0.71212 -0.45176 -5.07558
O -1.60771 -1.24013 -5.84986
S -3.21002 -1.08054 -5.58633
C -3.77609 -2.01414 -6.98508
O -3.57940 0.30814 -5.77558
O -3.55907 -1.81190 -4.38818
H -1.57412 -0.83842 -3.12443
H 0.13663 -0.40176 -3.08623
H -0.37186 -2.02167 -3.62979
H -1.00222 0.60366 -5.10686
H 0.27543 -0.52872 -5.54481
H -3.49373 -1.49647 -7.90348
H -4.86408 -2.08777 -6.91573
H -3.33603 -3.01238 -6.94659
C 2.48368 4.04508 -1.59952
C 2.42102 5.17036 -2.61527
O 2.71689 6.42738 -2.01905
S 4.26362 6.74895 -1.61097
C 4.05993 8.47281 -1.24308
O 5.09512 6.62188 -2.79129
O 4.57140 6.06041 -0.37669
H 3.50076 3.90965 -1.22089
H 2.16635 3.09880 -2.04591
H 1.84544 4.26711 -0.73816
H 3.08832 4.97899 -3.46212
H 1.40249 5.23350 -3.01524
H 3.79389 9.00834 -2.15609
H 5.01184 8.84336 -0.85511
H 3.28408 8.58386 -0.48326
*
```

=====

5.
A cluster of 15 separate species, C22H74N8O15 in total in a non-equilibrium geometry. Source: OMol25; level of theory: ωB97M-V with the def2-TZVPD basis set.

Calculated total energy (eV): -66638.23499
Largest force on an atom (eV Å⁻¹): 11.6
Molecular weight (g mol⁻¹): 690.88
LUMO energy (eV): -0.253
Energy above the lowest of the compared OMol25 structures with the same formula, charge and spin (eV): 4.2619

The geometry in ORCA input format:
```
! RIJCOSX wB97M-V def2-TZVPD def2/J DEFGRID3
* xyz 0 1
C 3.92709 -0.90095 -1.58166
C 4.54509 0.04005 -2.55866
O 3.51109 0.92305 -2.91666
H 3.23109 -1.57395 -2.11066
H 3.32809 -0.40495 -0.88066
H 4.66509 -1.48995 -0.98766
H 4.97909 -0.55695 -3.36366
H 5.33309 0.59805 -2.04966
H 3.84209 1.77005 -3.16466
C -2.08691 2.95305 -1.14266
C -2.88091 2.61405 0.11134
O -3.33791 3.82705 0.68834
H -1.47891 3.82705 -0.95066
H -2.68091 3.20405 -1.90566
H -1.36591 2.20105 -1.44066
H -2.21891 2.20005 0.84734
H -3.76991 1.96205 0.00034
H -4.00491 4.21705 0.12934
C 3.39009 1.45105 1.42634
C 3.61209 2.15705 0.08734
O 3.61909 3.53805 0.14934
H 2.42009 1.80705 1.73734
H 4.07909 1.61905 2.24834
H 3.44409 0.41105 1.30634
H 2.85609 1.91605 -0.64066
H 4.56409 1.87605 -0.29266
H 3.73209 3.89505 -0.77766
C 0.89509 3.36505 -2.72766
C 0.53709 3.72205 -4.19466
O 1.60609 4.42905 -4.82766
H 1.95809 3.35005 -2.54866
H 0.58309 2.31405 -2.54366
H 0.44909 4.09905 -2.06666
H -0.46591 4.19505 -4.18766
H 0.42209 2.74805 -4.67866
H 1.63509 5.32805 -4.54266
C -2.60391 1.57505 3.41434
C -2.35991 1.76205 4.90134
O -3.33091 2.79405 5.26534
H -1.71591 1.09705 3.07034
H -2.77591 2.42205 2.88034
H -3.50391 0.93905 3.20934
H -1.33691 2.18005 5.16234
H -2.48391 0.73105 5.31534
H -3.33891 3.41905 4.57034
C -0.21291 4.20405 2.06834
C 0.81609 4.86005 1.20634
O 2.01509 4.91505 1.89134
H -1.12091 4.20105 1.50334
H -0.42591 4.75605 2.96434
H 0.01609 3.17905 2.24934
H 0.65509 5.92805 1.03134
H 0.96409 4.35205 0.25034
H 2.68509 4.59705 1.27134
C -2.44591 -0.49895 -2.71566
C -2.42091 -1.70795 -3.58866
O -2.94191 -2.90595 -3.06466
H -1.91691 -0.56295 -1.79766
H -3.37891 -0.16295 -2.37966
H -2.07591 0.41905 -3.19666
H -1.46291 -1.90595 -4.04966
H -2.99891 -1.48995 -4.44566
H -2.56591 -3.08195 -2.14066
C 1.87009 -1.50995 3.94334
O 2.65609 -2.45095 4.59534
N 2.18609 -1.11695 2.77334
N 0.71809 -1.10695 4.29134
H 3.10909 -1.53595 2.34634
H 1.68609 -0.38695 2.26134
H 0.49009 -1.46795 5.26134
H 0.42109 -0.12195 4.08734
C 1.46709 -4.05095 1.54334
O 2.46709 -4.30895 2.53034
N 0.81309 -4.98995 0.92734
N 0.90809 -2.90495 1.29534
H 0.96109 -5.92195 1.22134
H -0.13691 -4.85495 0.68234
H -0.10591 -2.85695 1.07334
H 1.34709 -2.14495 1.82534
C -2.21591 -4.16595 -0.22666
O -3.39491 -4.39395 0.50934
N -1.47691 -5.12095 -0.61266
N -1.57391 -2.98395 -0.30766
H -1.73391 -6.04595 -0.36666
H -0.58691 -5.01695 -1.19366
H -2.05591 -2.14295 0.06234
H -0.55291 -2.83395 -0.70866
C 0.70509 -3.49695 -2.26066
O 0.43309 -3.32795 -3.63366
N 0.63809 -2.48895 -1.46166
N 0.84809 -4.68595 -1.65766
H 0.59309 -1.58295 -1.83866
H 0.90309 -2.46395 -0.44866
H 0.85109 -5.46095 -2.26666
H 1.13009 -4.86395 -0.65966
C -4.03491 -0.85295 0.54934
O -2.68591 -0.73295 1.01734
H -4.28691 -1.88895 0.68934
H -4.14391 -0.61995 -0.45266
H -4.70391 -0.24095 1.11834
H -2.66391 -0.80595 1.98534
C 0.38109 0.39705 0.21834
O -0.02191 -0.17395 1.45834
H 1.19209 -0.00095 -0.40566
H 0.62609 1.44005 0.33034
H -0.43991 0.47505 -0.44666
H -0.87291 -0.00095 1.67934
C 0.62309 -0.02195 -4.49566
O 0.88909 -0.16095 -3.08966
H 0.65009 -0.94195 -5.00566
H 1.21309 0.78905 -5.03566
H -0.41391 0.29505 -4.70166
H 1.73309 0.30205 -2.90866
C -1.70391 -3.30895 3.18634
O -1.56491 -1.91295 3.19734
H -1.48391 -3.69495 4.22634
H -0.97591 -3.93795 2.64934
H -2.68791 -3.51695 2.90434
H -0.59791 -1.72195 3.25034
*
```

=====

6.
The molecule C5H5NO in a non-equilibrium geometry. Source: OMol25; level of theory: ωB97M-V with the def2-TZVPD basis set.

Calculated total energy (eV): -8801.23484
Largest force on an atom (eV Å⁻¹): 4.7
Molecular weight (g mol⁻¹): 95.10
LUMO energy (eV): 0.096
Energy above the lowest of the compared OMol25 structures with the same formula, charge and spin (eV): 2.1842

The geometry in ORCA input format:
```
! RIJCOSX wB97M-V def2-TZVPD def2/J DEFGRID3
* xyz 0 1
H -1.39399 -1.74182 -0.33444
N -0.56857 -1.72262 -0.89333
C 0.07385 -0.66501 -0.67055
C 1.25168 -0.12692 -1.33263
C 1.59225 1.00319 -0.78122
O 0.88026 1.23627 0.37700
C -0.08934 0.37552 0.46967
C -1.07957 0.40115 1.35994
H 1.52215 -0.56004 -2.27422
H 2.41184 1.78521 -0.84902
H -0.96390 1.06711 2.15208
H -1.83677 -0.23092 1.44933
*
```